Arrangement i

The following is a quantum chemistry calculation of a molecular structure, H14NaO7, from OMol25.

```
22
Properties=species:S:1:pos:R:3:lowdin_charge:R:1
Na 0.5372 0.0725 0.5878 0.524
O -1.4256 -0.5164 -2.3320 -0.035
H -0.5205 -0.4682 -2.6398 0.008
H -1.3509 -0.6581 -1.3883 -0.025
O 0.0692 -2.2999 -0.2752 -0.022
H 0.5347 -2.8003 -0.9453 0.074
H -0.7840 -2.7282 -0.2053 0.063
O -2.0179 -0.0035 0.8628 -0.010
H -2.3384 -0.8836 1.0603 0.074
H -2.8107 0.5213 0.7523 0.083
O 1.2755 0.1053 -1.9170 -0.040
H 2.1578 0.4372 -2.0834 0.076
H 0.7263 0.8887 -1.8867 0.005
O 0.1618 2.1941 -0.6217 -0.022
H 0.2749 3.0744 -0.2631 0.087
H -0.5969 2.2666 -1.2008 0.076
O 2.6189 -1.3317 1.5910 -0.023
H 3.4782 -1.2179 1.1849 0.056
H 2.3854 -2.2417 1.4077 0.044
O -0.4369 1.9798 2.6560 -0.032
H -0.8596 2.1336 3.5009 0.055
H -1.0784 1.4762 2.1549 -0.015
```

**2S+1**: 1
**E_HOMO**: -0.5356 Eh
**M**: 149.1 g mol⁻¹
**Total charge**: +1



Arrangement ii

The following is a quantum chemistry calculation of a molecular structure, H14NaO7, from OMol25.

```
22
Properties=species:S:1:pos:R:3:lowdin_charge:R:1
Na -0.0938 -0.5233 0.4173 0.457
O 1.6239 1.2110 0.8433 -0.026
H 1.9261 1.2337 1.7512 0.064
H 2.3466 1.5863 0.3403 0.066
O -2.0212 -1.4357 -0.9220 -0.021
H -2.2292 -2.0041 -1.6636 0.065
H -2.8729 -1.1980 -0.5555 0.060
O 1.9933 -1.7060 1.3095 -0.026
H 1.9220 -2.3893 1.9760 0.057
H 2.9342 -1.5537 1.2216 0.061
O 1.0796 -0.7783 -1.9592 -0.018
H 0.3257 -1.1919 -2.3796 0.044
H 1.5772 -0.3955 -2.6818 0.063
O -1.7358 1.6332 -0.2652 -0.025
H -2.4942 1.6921 0.3158 0.055
H -1.6385 2.5157 -0.6230 0.049
O 0.8722 2.4000 -1.8323 -0.036
H 0.7415 1.6288 -1.2805 -0.026
H 0.0379 2.5134 -2.2876 0.036
O -1.4358 -0.7701 2.5201 -0.018
H -1.6994 -1.6681 2.3193 0.054
H -1.1593 -0.8003 3.4360 0.065
```

**2S+1**: 1
**E_HOMO**: -0.5234 Eh
**M**: 149.1 g mol⁻¹
**Total charge**: +1



Which structure is the least stable? The one labeled arrangement i.



Arrangement i

The following is a quantum chemistry calculation of a single C4H5BO2 molecule, from OMol25.

```
12
Properties=species:S:1:pos:R:3:lowdin_charge:R:1
O -1.8177 0.0283 1.9304 0.049
C -1.0635 -0.4220 0.8039 -0.361
C 0.0739 0.5918 0.6746 -0.072
C 0.8315 0.3785 -0.7542 -0.076
C 0.4603 -0.6534 -1.4806 0.015
B -0.6551 -1.3484 -0.4001 -0.174
O -0.3367 -1.6673 0.8749 0.134
H -1.4422 -0.2759 2.7145 0.066
H 0.5369 0.0230 1.4842 0.124
H -0.0289 1.5791 1.0856 0.111
H 1.5044 1.2255 -0.8870 0.105
H 0.9161 -0.8616 -2.4507 0.078
```

**2S+1**: 1
**Structure (SMILES)**: O[C@]12CC=CB1O2
**E_HOMO**: -0.3310 Eh
**M**: 95.9 g mol⁻¹



Arrangement ii

The following is a quantum chemistry calculation of a single C4H5BO2 molecule, from OMol25.

```
12
Properties=species:S:1:pos:R:3:lowdin_charge:R:1
O 2.3154 0.1294 0.1904 0.111
C 1.1238 0.2515 0.0978 -0.323
C 0.3727 0.5796 -1.1435 -0.147
C -1.0247 0.2572 -0.9608 -0.121
C -1.3644 -0.0735 0.2310 -0.002
B -0.0921 -0.2304 1.0647 -0.011
O 0.1482 -1.1318 2.6129 -0.171
H 0.8848 -0.1627 -1.9737 0.196
H 0.5365 1.5586 -1.6167 0.136
H -1.6701 0.4328 -1.7658 0.111
H -2.4230 -0.3422 0.5247 0.128
H 1.1929 -1.2684 2.7390 0.093
```

**2S+1**: 1
**Structure (SMILES)**: O=C1CC=CB1O
**E_HOMO**: -0.3521 Eh
**M**: 95.9 g mol⁻¹



Which structure is the least stable? The one labeled arrangement i.



Arrangement i

The following is a quantum chemistry calculation of a molecular structure, C2H5ClOS, from OMol25.

```
10
Properties=species:S:1:pos:R:3:lowdin_charge:R:1
C 0.6790 -0.6915 0.6792 -0.156
C -0.4661 0.1133 -0.0147 -1.171
O -0.0005 0.1358 -1.7776 -0.214
S -0.7212 1.8310 0.4613 0.711
Cl -1.9580 -0.7377 0.1175 0.660
H 0.3840 -0.6404 1.6978 0.046
H 0.5955 -1.7605 0.3137 0.092
H 1.7095 -0.2568 0.4816 0.103
H -0.8070 -0.2617 -2.1291 -0.001
H 0.5848 2.2686 0.1703 -0.071
```

**2S+1**: 1
**E_HOMO**: -0.3574 Eh
**M**: 112.6 g mol⁻¹



Arrangement ii

The following is a quantum chemistry calculation of a molecular structure, C2H5ClOS, from OMol25.

```
10
Properties=species:S:1:pos:R:3:lowdin_charge:R:1
C 0.3536 0.6240 0.2252 -0.501
C 0.0053 -0.8167 0.5214 -1.014
O 1.0136 -1.4364 1.0672 -0.059
S -1.5202 -1.2335 0.4863 0.764
Cl 2.0682 1.0043 0.7224 0.632
H -0.2078 1.2250 0.8018 0.025
H 0.2201 0.8022 -0.8753 0.082
H -1.6772 0.2060 -1.7869 -0.029
H 1.8181 -0.7986 1.2800 0.046
H -2.0737 0.4238 -2.4420 0.053
```

**2S+1**: 1
**E_HOMO**: -0.3350 Eh
**M**: 112.6 g mol⁻¹



Which structure is the least stable? The one labeled arrangement ii.



Arrangement i

The following is a quantum chemistry calculation of 2 unconnected molecules or ions with the total composition C2H5IN2S, from OMol25.

```
11
Properties=species:S:1:pos:R:3:lowdin_charge:R:1
C -0.2052 -1.5781 -0.6934 -0.091
C 0.3575 -0.9706 0.3185 -0.867
N 1.3017 0.0093 0.2428 -0.052
I -0.3015 -1.3235 2.3615 0.769
H -0.8823 -2.3179 -0.4654 0.001
H -0.0433 -1.7111 -1.7455 0.061
H 1.3828 0.6053 1.0616 0.016
H 1.3567 0.4987 -0.6493 0.056
N -1.3540 2.2833 0.1497 -0.471
S 0.1158 2.7734 0.0311 0.610
H -1.7282 1.7312 -0.6115 -0.033
```

**2S+1**: 1
**Structure (SMILES)**: C=C(N)I.N=S
**E_HOMO (alpha / beta)**: -0.3194 / -0.3149 Eh
**M**: 216.0 g mol⁻¹



Arrangement ii

The following is a quantum chemistry calculation of a molecular structure, C2H5IN2S, from OMol25.

```
11
Properties=species:S:1:pos:R:3:lowdin_charge:R:1
C -0.4926 0.2392 0.3971 -0.861
C 1.8388 0.2674 -0.2288 -0.072
N 0.5057 -0.3147 -0.1601 -0.084
N -2.2000 -0.9385 -0.0985 -0.590
S -0.8407 1.3910 1.3559 0.659
I -3.6568 -0.0682 1.0134 0.649
H 1.9637 1.1942 -0.8780 0.113
H 2.0968 0.5815 0.7847 0.077
H 2.5627 -0.5070 -0.5058 0.088
H 0.5022 -1.1692 -0.6128 0.110
H -2.2797 -0.6756 -1.0671 -0.088
```

**2S+1**: 1
**E_HOMO**: -0.3040 Eh
**M**: 216.0 g mol⁻¹



Which structure is the least stable? The one labeled arrangement i.